1.
Formula: C2H9NP3
Source: OMol25
Level of theory: wB97M-V/def2-TZVPD

Structure (XYZ):
```
15
Properties=species:S:1:pos:R:3:forces:R:3
C -1.272735 1.553612 1.252618 2.8068 -1.4650 0.8558
C -1.011949 -0.150463 -1.369447 0.6727 -0.7457 1.4090
N 0.762923 -0.101534 0.791470 -2.2509 -1.4604 0.7031
P 2.912102 0.471750 -0.503335 1.4527 1.8139 -2.4982
P 1.995084 -1.075825 0.392534 -1.3209 -3.4941 0.6399
P -0.895781 -0.099702 0.583081 2.1485 0.6234 -1.9544
H -0.463179 2.246352 0.970614 -0.1102 -0.4535 0.3062
H -1.282937 1.329653 2.322744 0.0214 0.6113 0.0441
H -2.145044 1.963735 0.947569 -3.0400 0.9406 -0.8987
H -0.784314 0.920002 -1.629192 -0.1306 -1.2870 -0.1967
H -1.942024 -0.565563 -1.771475 0.0092 0.5776 0.2559
H -0.223193 -0.940694 -1.603198 -0.7559 1.4292 -0.0130
H 1.841429 0.069197 -1.489605 1.2627 0.7649 0.7014
H 1.983593 -2.138914 -0.650668 -0.6150 0.9789 0.9403
H 2.478528 -1.962114 1.432625 -0.1502 1.1658 -0.2946
```
Positions in Å, forces in eV/Å.

## Properties
**LUMO level (alpha / beta)**: -3.25 / -6.94 eV
**Gap between HOMO and LUMO (alpha / beta)**: 9.211 / 7.584 eV
**E_HOMO (alpha / beta)**: -12.458 / -14.527 eV
**2S+1**: 3
**Total charge**: +1
**Expectation value of S²**: 2.007


2.
Formula: C14H25N3NiO3
Source: OMol25
Level of theory: wB97M-V/def2-TZVPD

Structure (XYZ):
```
46
Properties=species:S:1:pos:R:3:forces:R:3
C 0.738875 5.089443 -0.455317 0.0989 1.0015 -1.0613
C 0.885970 5.591481 -1.712830 0.0170 0.3603 2.3379
H 0.915847 5.738158 0.402206 -0.0163 -0.3167 -0.1292
H 0.393006 4.073856 -0.288848 -0.0103 0.2162 0.0611
C 0.635998 4.768048 -2.874858 -0.2345 -2.1046 -1.0969
C 0.620652 3.408173 -2.782867 0.0848 1.3411 -0.5343
H 0.812591 2.900156 -1.842681 0.0816 -0.0155 -0.2422
H 0.465445 2.814521 -3.683009 -0.0453 0.0339 0.3060
C 1.299547 7.039204 -1.887753 0.1587 0.0298 0.1263
H 1.417871 7.504686 -0.903012 -0.0469 -0.0523 -0.2444
H 0.565276 7.627950 -2.453670 0.1069 -0.2489 0.0924
H 2.263523 7.137136 -2.409580 -0.2773 -0.1398 0.0533
C 0.393206 5.421816 -4.220014 -0.1224 -0.0836 -0.0915
H 1.223862 6.064697 -4.540191 -0.1420 -0.1522 0.1910
H -0.514593 6.044353 -4.218983 0.2626 -0.1210 0.1345
H 0.251403 4.647292 -4.981702 0.0638 0.2023 0.1216
Ni 1.040344 -3.489007 1.244411 -0.2576 -1.2251 0.3780
O 0.763091 -1.660351 0.889563 -1.0842 0.6589 -0.3452
C -0.320070 -1.080219 0.583518 0.4942 -1.4503 0.3732
O -0.600706 -4.008006 0.166980 -0.9726 1.2616 0.2987
C -1.535785 -3.182639 0.048841 0.4201 -1.3284 0.0437
O -2.753245 -3.564326 -0.279282 0.8921 1.0384 0.1021
N -1.466884 -1.816600 0.254842 0.9721 0.5729 0.0519
C -3.601949 -2.368389 -0.409265 -1.1610 -0.6003 -0.2446
C -2.724901 -1.178428 -0.162858 0.6408 0.8146 -0.0921
H -4.403911 -2.432804 0.331315 0.1520 -0.2859 -0.2401
H -4.011932 -2.358628 -1.423295 0.0107 -0.2318 0.3148
H -3.092121 -0.511865 0.620619 -0.0618 -0.2009 -0.1175
H -2.549566 -0.600894 -1.078631 -0.0655 -0.0810 0.2268
C -0.414677 0.345696 0.629541 -0.1382 1.1369 0.0216
C 0.646060 1.071673 1.047329 -0.6142 -0.4181 -0.0721
H -1.366785 0.811797 0.358706 0.5886 -0.0479 -0.0061
H 1.540911 0.553833 1.393586 -0.0993 0.3486 -0.2229
H 0.593791 2.159990 1.076976 0.1119 -0.2913 0.0443
N 0.413543 -3.827796 3.216729 -0.1947 0.7133 -0.1789
C 0.980103 -5.109090 3.715502 -0.0018 0.1926 0.1188
C 0.980637 -6.080919 2.562503 -0.0321 -0.0329 -0.3310
N 1.645353 -5.434478 1.392000 0.3823 0.1014 -0.3682
H 0.611345 -3.054833 3.860669 -0.0406 -0.3398 -0.1607
H -0.605352 -3.887672 3.162340 0.1694 -0.0792 0.1610
H 2.005123 -4.904830 4.035149 -0.1356 -0.0614 0.1512
H 0.388384 -5.489745 4.558143 0.3185 0.0395 -0.1717
H 1.484006 -7.014428 2.824925 -0.1846 0.0830 -0.0238
H -0.042595 -6.283770 2.253416 -0.0693 -0.2193 0.0514
H 2.652080 -5.575439 1.455638 0.0232 0.0633 0.0299
H 1.377229 -5.898806 0.523201 -0.0424 -0.0820 0.1834
```
Positions in Å, forces in eV/Å.

## Properties
**LUMO level (alpha / beta)**: -7.59 / -7.91 eV
**Gap between HOMO and LUMO (alpha / beta)**: 4.412 / 4.094 eV
**E_HOMO (alpha / beta)**: -12.007 / -12.007 eV
**2S+1**: 3
**Total charge**: +2
**Expectation value of S²**: 2.005


3.
Formula: CHCl2NS2
Source: OMol25
Level of theory: wB97M-V/def2-TZVPD

Structure (XYZ):
```
7
Properties=species:S:1:pos:R:3:forces:R:3
C -0.547168 -0.512897 -0.911062 -0.9150 1.1701 -0.1610
N 0.535926 0.650981 1.084834 0.0096 0.6542 0.2459
S -1.798368 0.382190 -1.029857 0.1943 -0.5908 -0.3294
S 0.820419 -1.229223 -0.485537 1.4343 -0.5063 0.6206
Cl -0.946857 0.638341 1.892721 0.0012 0.1922 0.3062
Cl 1.006312 2.320094 0.807649 -0.2514 -0.6770 -0.0963
H 0.929736 -2.249485 -1.358749 -0.4729 -0.2424 -0.5860
```
Positions in Å, forces in eV/Å.

## Properties
**LUMO level (alpha / beta)**: -1.42 / -0.87 eV
**Gap between HOMO and LUMO (alpha / beta)**: 6.107 / 8.165 eV
**E_HOMO (alpha / beta)**: -7.531 / -9.036 eV


4.
Formula: C13H9F5NO2STi
Source: OMol25
Level of theory: wB97M-V/def2-TZVPD

Structure (XYZ):
```
32
Properties=species:S:1:pos:R:3:forces:R:3
Ti 0.274419 -0.616664 0.118765 -0.1716 -0.1331 0.0109
C 1.802617 -0.338856 1.898978 -0.0221 0.0167 -0.0009
C 0.594974 0.333947 2.211005 0.0158 0.0284 -0.0181
C 0.446116 1.396125 1.291941 -0.0239 0.0016 0.0181
C 1.563237 1.376398 0.420153 0.0240 0.0036 0.0283
C 2.397315 0.309349 0.799384 0.0913 0.0655 0.0290
H 2.193800 -1.207340 2.403716 -0.0190 -0.0281 -0.0122
H -0.095414 0.075762 2.998101 -0.0153 -0.0153 -0.0016
H -0.375229 2.095889 1.264109 -0.0167 -0.0108 -0.0152
H 1.757625 2.070597 -0.382871 -0.0222 -0.0176 -0.0310
H 3.314970 0.017778 0.315402 -0.0062 -0.0207 -0.0197
N -0.294820 0.431862 -1.772955 0.0304 0.1006 -0.1107
C -1.626101 -0.084636 -2.170791 0.0567 -0.0718 0.0392
C -2.383622 -0.356148 -0.869384 0.2196 0.0379 -0.4112
O -3.498069 0.053493 -0.679180 -0.0862 -0.1996 0.2045
O -1.627799 -1.052507 -0.041245 -0.0104 0.3495 0.2149
H -0.341364 1.439293 -1.665724 -0.0085 0.0066 0.0128
H 0.397136 0.239328 -2.489483 -0.0139 -0.0028 -0.0213
H -1.480295 -1.038032 -2.679041 0.0197 -0.0092 0.0024
H -2.164658 0.592440 -2.829114 -0.0336 0.0629 0.0612
F -0.885723 -7.153036 0.855983 -0.0047 -0.0055 0.0001
C -0.365428 -6.032143 0.362009 0.0277 0.0023 -0.0576
C -0.415268 -4.857285 1.088364 -0.0130 0.0223 0.0596
F -0.978287 -4.830415 2.294857 0.0003 -0.0023 -0.0145
C 0.134096 -3.718153 0.540474 0.0175 0.0943 0.0318
F 0.080056 -2.571014 1.285214 -0.0362 -0.1217 0.0608
C 0.743263 -3.658753 -0.699775 -0.0488 -0.2682 0.0001
S 1.436366 -2.186653 -1.339507 0.0388 0.0950 -0.0633
C 0.773978 -4.862996 -1.400509 0.0554 0.0917 -0.0385
F 1.341427 -4.912535 -2.607275 -0.0093 -0.0057 0.0042
C 0.233290 -6.027071 -0.888185 -0.0357 -0.0620 0.0369
F 0.283194 -7.154922 -1.595017 0.0002 -0.0047 0.0011
```
Positions in Å, forces in eV/Å.

## Properties
**LUMO level (alpha / beta)**: -0.01 / 0.00 eV
**Gap between HOMO and LUMO (alpha / beta)**: 8.224 / 8.428 eV
**E_HOMO (alpha / beta)**: -8.230 / -8.432 eV
**2S+1**: 2
**Expectation value of S²**: 0.754


Number 1: total energy -1160.01788 a.u.. Number 2: total energy -2446.19301 a.u.. Number 3: total energy -1810.02828 a.u.. Number 4: total energy -2453.09245 a.u..